Entry A
The following is a DFT calculation (the ωB97M-V functional and the def2-TZVPD basis) of C5H10S2 in the gas phase.

Values from the calculation:
structure (SMILES)	CS/C=C(/C)SC
frontier orbital gap	8.95	eV
highest occupied orbital energy	-8.10	eV

Each line ends with the natural charge from an NBO analysis.
CARTESIAN COORDINATES (ANGSTROEM)
C  3.161  -0.225  -0.084  -0.75
C  0.547  0.486  -0.347  -0.36
C  -0.779  0.511  -0.477  -0.19
C  -1.604  1.738  -0.180  -0.63
C  -1.826  -1.816  0.541  -0.74
H  3.420  0.674  -0.669  0.22
H  3.119  -0.025  0.978  0.22
H  3.948  -0.967  -0.270  0.24
H  1.092  1.377  0.020  0.21
H  -0.976  2.543  0.146  0.21
H  -2.121  2.053  -1.100  0.22
H  -2.336  1.534  0.598  0.22
H  -2.394  -1.254  1.278  0.21
H  -0.818  -2.056  0.949  0.22
H  -2.357  -2.749  0.335  0.23
S  1.586  -0.886  -0.682  0.26
S  -1.662  -0.937  -1.036  0.21



Entry B
The following is a DFT calculation (the ωB97M-V functional and the def2-TZVPD basis) of C5H10S2 in the gas phase.

Values from the calculation:
structure (SMILES)	CS/C=C(/C)SC
frontier orbital gap	8.54	eV
highest occupied orbital energy	-7.71	eV

Each line ends with the natural charge from an NBO analysis.
CARTESIAN COORDINATES (ANGSTROEM)
C  3.167  -0.162  -0.175  -0.74
C  0.500  0.474  -0.192  -0.38
C  -0.904  0.531  -0.225  -0.21
C  -1.576  1.869  -0.075  -0.64
C  -1.759  -2.024  0.409  -0.75
H  3.172  0.822  -0.643  0.22
H  3.313  -0.180  0.909  0.22
H  3.994  -0.754  -0.563  0.24
H  1.009  1.386  0.114  0.21
H  -0.961  2.724  -0.381  0.21
H  -2.462  1.892  -0.734  0.23
H  -1.834  1.990  0.970  0.22
H  -2.029  -1.718  1.425  0.22
H  -0.737  -2.445  0.415  0.22
H  -2.506  -2.776  0.136  0.23
S  1.537  -0.877  -0.533  0.27
S  -1.924  -0.754  -0.857  0.24



Result of the stability comparison: entry A is the most stable of them.



Entry A
The following is a DFT calculation (the ωB97M-V functional and the def2-TZVPD basis) of 2 unconnected molecules or ions with the total composition C4H9O2.

Values from the calculation:
frontier orbital gap	7.95	eV
highest occupied orbital energy	-3.92	eV
charge	-1

Each line ends with the natural charge from an NBO analysis.
CARTESIAN COORDINATES (ANGSTROEM)
C  0.590  0.399  2.142  -0.76
C  1.677  0.778  1.027  0.78
O  2.235  1.882  1.144  -0.77
O  1.884  -0.201  0.271  -0.81
H  0.391  1.198  2.875  0.18
H  1.025  -0.409  2.720  0.20
H  -0.433  0.267  1.764  0.19
C  -1.628  -0.287  -1.256  -0.62
C  -0.277  -0.794  -1.709  -0.68
H  -2.256  -0.982  -0.719  0.19
H  -1.526  0.706  -0.811  0.21
H  -2.234  0.015  -2.129  0.18
H  0.564  -0.081  -1.679  0.26
H  0.217  -1.341  -0.901  0.26
H  -0.229  -1.150  -2.737  0.18



Entry B
The following is a DFT calculation (the ωB97M-V functional and the def2-TZVPD basis) of a gas-phase ion, C4H9O2 (charge -1).

Values from the calculation:
structure (SMILES)	[O-]CCCCO
frontier orbital gap	6.33	eV
highest occupied orbital energy	-2.36	eV
charge	-1

Each line ends with the natural charge from an NBO analysis.
CARTESIAN COORDINATES (ANGSTROEM)
C  0.481  0.427  -1.632  -0.08
O  0.923  1.658  -1.031  -0.75
C  -0.758  -0.304  -1.190  -0.44
C  -1.064  -0.336  0.371  -0.41
C  0.171  -0.687  1.220  0.02
O  0.056  -0.824  2.530  -0.92
H  1.275  -0.323  -1.584  0.15
H  0.466  0.739  -2.692  0.16
H  0.782  1.511  -0.080  0.47
H  -1.654  0.091  -1.676  0.18
H  -0.716  -1.378  -1.357  0.20
H  -1.755  -1.195  0.394  0.18
H  -1.530  0.626  0.617  0.18
H  0.771  -1.463  0.645  0.06
H  0.840  0.230  0.996  0.01



Result of the stability comparison: entry A is the most stable of them.



Entry A
The following is a DFT calculation (the ωB97M-V functional and the def2-TZVPD basis) of 2 unconnected molecules or ions with the total composition C4H9O2.

Values from the calculation:
frontier orbital gap	7.22	eV
highest occupied orbital energy	-3.49	eV
charge	-1

Each line ends with the natural charge from an NBO analysis.
CARTESIAN COORDINATES (ANGSTROEM)
C  1.975  -1.045  1.812  -0.64
C  0.692  -0.846  1.047  -0.61
H  2.008  -0.098  2.430  0.21
H  2.045  -2.036  2.247  0.20
H  2.873  -0.650  1.288  0.20
H  0.923  -0.334  0.115  0.23
H  0.372  -1.855  0.644  0.17
H  -0.201  -0.581  1.582  0.24
C  -1.452  0.789  -2.173  -0.73
C  -1.610  1.432  -0.825  0.73
O  -0.896  2.431  -0.566  -0.79
O  -2.493  0.987  -0.034  -0.81
H  -2.384  0.695  -2.739  0.20
H  -1.160  -0.255  -2.101  0.20
H  -0.694  1.366  -2.725  0.20



Entry B
The following is a DFT calculation (the ωB97M-V functional and the def2-TZVPD basis) of 2 unconnected molecules or ions with the total composition C4H9O2.

Values from the calculation:
frontier orbital gap	7.36	eV
highest occupied orbital energy	-3.69	eV
charge	-1

Each line ends with the natural charge from an NBO analysis.
CARTESIAN COORDINATES (ANGSTROEM)
C  -2.372  1.129  0.890  -0.61
C  -1.763  2.339  0.178  -0.63
H  -2.740  1.495  1.850  0.18
H  -3.220  0.685  0.336  0.19
H  -1.639  0.348  1.134  0.24
H  -0.850  2.669  0.682  0.22
H  -1.372  1.892  -0.758  0.21
H  -2.534  3.007  -0.231  0.20
C  0.752  0.294  -0.385  -0.74
C  1.268  -1.195  -0.365  0.76
O  0.671  -1.897  0.496  -0.81
O  2.265  -1.541  -1.031  -0.78
H  1.009  0.802  0.536  0.20
H  -0.304  0.204  -0.582  0.20
H  1.328  0.905  -1.090  0.19



Entry C
The following is a DFT calculation (the ωB97M-V functional and the def2-TZVPD basis) of a gas-phase ion, C4H9O2 (charge -1).

Values from the calculation:
structure (SMILES)	[O-]CCCCO
frontier orbital gap	5.83	eV
highest occupied orbital energy	-2.17	eV
charge	-1

Each line ends with the natural charge from an NBO analysis.
CARTESIAN COORDINATES (ANGSTROEM)
C  -0.509  0.016  1.796  0.02
O  -0.977  0.765  2.828  -0.93
C  0.146  0.452  0.386  -0.46
C  -0.578  0.222  -0.944  -0.47
C  0.151  -0.850  -1.729  -0.04
O  1.562  -0.405  -2.113  -0.81
H  0.252  -0.823  2.179  0.02
H  -1.285  -0.618  1.360  0.05
H  0.510  1.433  0.503  0.19
H  1.035  -0.154  0.376  0.17
H  -1.582  -0.101  -0.656  0.21
H  -0.895  1.148  -1.394  0.20
H  -0.458  -0.949  -2.650  0.18
H  0.188  -1.834  -1.079  0.18
H  2.288  -0.027  -1.420  0.49



Entry D
The following is a DFT calculation (the ωB97M-V functional and the def2-TZVPD basis) of a gas-phase ion, C4H9O2 (charge -1).

Values from the calculation:
structure (SMILES)	C[C@H](O)CC[O-]
frontier orbital gap	7.35	eV
highest occupied orbital energy	-3.00	eV
charge	-1

Each line ends with the natural charge from an NBO analysis.
CARTESIAN COORDINATES (ANGSTROEM)
C  -1.897  0.129  0.001  -0.02
O  -1.994  -0.730  -1.057  -0.93
C  -0.470  0.694  0.161  -0.45
C  0.543  -0.436  0.065  0.10
C  1.980  0.047  0.218  -0.61
O  0.418  -1.104  -1.173  -0.81
H  -2.147  -0.378  0.964  0.08
H  -2.586  1.001  -0.096  0.09
H  -0.260  1.422  -0.630  0.18
H  -0.339  1.193  1.132  0.17
H  0.337  -1.161  0.870  0.12
H  2.213  0.789  -0.544  0.19
H  2.660  -0.804  0.146  0.20
H  2.141  0.480  1.209  0.18
H  -0.599  -1.142  -1.266  0.50



Result of the stability comparison: entry B is the most stable of them.



Entry A
The following is a DFT calculation (the ωB97M-V functional and the def2-TZVPD basis) of C4H7NS in the gas phase.

Values from the calculation:
structure (SMILES)	CC1=NSCC1
frontier orbital gap	9.11	eV
highest occupied orbital energy	-8.14	eV

Each line ends with the natural charge from an NBO analysis.
CARTESIAN COORDINATES (ANGSTROEM)
C  -0.480  -0.575  2.343  -0.66
C  -0.114  -0.311  0.926  0.28
C  -0.083  -0.628  -1.536  -0.52
C  -0.145  -1.373  -0.185  -0.49
H  -0.767  0.377  2.862  0.25
H  0.353  -1.042  2.891  0.23
H  -1.279  -1.323  2.348  0.22
H  0.751  -0.942  -2.141  0.22
H  -1.012  -0.683  -2.042  0.22
H  -1.130  -1.871  -0.064  0.22
H  0.634  -2.079  0.017  0.23
N  0.114  0.906  0.559  -0.57
S  0.412  1.159  -1.067  0.38



Entry B
The following is a DFT calculation (the ωB97M-V functional and the def2-TZVPD basis) of C4H7NS in the gas phase.

Values from the calculation:
structure (SMILES)	CC1=NSCC1
frontier orbital gap	9.03	eV
highest occupied orbital energy	-8.16	eV

Each line ends with the natural charge from an NBO analysis.
CARTESIAN COORDINATES (ANGSTROEM)
C  -1.762  -0.757  0.060  -0.64
C  -0.362  -0.498  -0.178  0.22
C  1.700  0.603  0.212  -0.56
C  0.243  0.809  -0.209  -0.49
H  -1.890  -1.808  0.576  0.26
H  -2.358  -0.565  -0.903  0.23
H  -2.134  0.072  0.823  0.21
H  2.391  1.024  -0.610  0.23
H  1.938  0.958  1.185  0.22
H  -0.436  1.582  0.373  0.23
H  0.341  1.259  -1.210  0.24
N  0.315  -1.553  -0.054  -0.50
S  2.014  -1.127  -0.066  0.35



Result of the stability comparison: entry A is the most stable of them.



Entry A
The following is a DFT calculation (the ωB97M-V functional and the def2-TZVPD basis) of C4H7NS in the gas phase.

Values from the calculation:
structure (SMILES)	S=C1CCNC1
frontier orbital gap	8.37	eV
highest occupied orbital energy	-8.42	eV

Each line ends with the natural charge from an NBO analysis.
CARTESIAN COORDINATES (ANGSTROEM)
C  0.383  0.057  0.166  -0.04
C  -0.826  0.235  0.980  -0.52
C  -1.955  -0.237  -0.055  -0.25
C  0.155  -0.571  -1.251  -0.29
H  -1.147  1.189  1.402  0.26
H  -0.706  -0.641  1.755  0.24
H  -2.122  -1.327  0.018  0.17
H  -3.106  0.051  0.136  0.21
H  -2.042  0.183  -2.030  0.38
H  0.542  -0.184  -2.178  0.24
H  0.207  -1.673  -1.140  0.21
N  -1.211  0.307  -1.328  -0.65
S  1.894  0.209  0.768  0.04



Entry B
The following is a DFT calculation (the ωB97M-V functional and the def2-TZVPD basis) of C4H7NS in the gas phase.

Values from the calculation:
structure (SMILES)	C=CCNC=S
frontier orbital gap	9.01	eV
highest occupied orbital energy	-8.24	eV

Each line ends with the natural charge from an NBO analysis.
CARTESIAN COORDINATES (ANGSTROEM)
C  -1.640  -0.565  -0.876  -0.40
C  -1.167  -0.648  0.351  -0.19
C  -0.026  0.084  1.029  -0.28
C  1.921  0.506  -0.469  -0.05
H  -1.283  0.030  -1.727  0.20
H  -2.566  -1.191  -1.126  0.21
H  -1.737  -1.215  1.077  0.20
H  -0.396  0.744  1.849  0.22
H  0.664  -0.684  1.389  0.26
H  0.351  1.753  -0.228  0.40
H  2.248  1.085  -1.297  0.19
N  0.791  0.892  0.055  -0.55
S  2.840  -0.790  -0.027  -0.20



Result of the stability comparison: entry B is the most stable of them.



Entry A
The following is a DFT calculation (the ωB97M-V functional and the def2-TZVPD basis) of 2 unconnected molecules or ions with the total composition Cl2H2N2S2.

Values from the calculation:
frontier orbital gap (alpha / beta)	7.82 / 7.80	eV
highest occupied orbital energy (alpha / beta)	-8.55 / -8.52	eV

Each line ends with the natural charge from an NBO analysis.
CARTESIAN COORDINATES (ANGSTROEM)
N  0.033  1.249  -0.147  -0.64
N  0.827  -0.646  0.471  -0.65
S  -1.057  0.682  -1.214  0.37
S  0.653  -1.554  -0.810  0.42
Cl  -0.438  1.980  1.347  0.15
Cl  2.396  -0.069  0.803  0.14
H  -2.096  0.565  -0.252  0.10
H  -0.319  -2.207  -0.200  0.11



Entry B
The following is a DFT calculation (the ωB97M-V functional and the def2-TZVPD basis) of a molecular structure, Cl2H2N2S2.

Values from the calculation:
frontier orbital gap (alpha / beta)	8.07 / 7.41	eV
highest occupied orbital energy (alpha / beta)	-8.80 / -8.44	eV

Each line ends with the natural charge from an NBO analysis.
CARTESIAN COORDINATES (ANGSTROEM)
N  0.682  1.226  -0.072  -0.59
N  0.774  -1.265  0.557  -0.63
S  -0.505  1.265  -1.159  0.40
S  -0.334  -1.661  -0.608  0.33
Cl  0.136  2.029  1.434  0.07
Cl  2.238  -1.732  0.173  0.22
H  -1.615  1.375  -0.400  0.09
H  -1.376  -1.237  0.076  0.10



Entry C
The following is a DFT calculation (the ωB97M-V functional and the def2-TZVPD basis) of a molecular structure, Cl2H2N2S2.

Values from the calculation:
frontier orbital gap (alpha / beta)	7.84 / 7.61	eV
highest occupied orbital energy (alpha / beta)	-8.77 / -8.60	eV

Each line ends with the natural charge from an NBO analysis.
CARTESIAN COORDINATES (ANGSTROEM)
N  0.661  -0.003  -2.120  -0.62
N  -1.362  -0.739  -1.595  -0.62
S  0.816  1.195  -0.933  0.33
S  -1.726  0.401  -0.479  0.42
Cl  1.641  -1.393  -1.972  0.13
Cl  -2.173  -0.581  -3.127  0.12
H  1.098  0.761  0.366  0.10
H  -1.255  -0.483  0.443  0.13



Result of the stability comparison: entry B is the most stable of them.